Record 1
83
Properties=species:S:1:pos:R:3:forces:R:3:mulliken_charge:R:1 method="wB97M-V/def2-TZVPD" e_above_lowest_kcal_mol=6.5 largest_force_ev_per_a=3.03 homo_energy_ev="-12.74 / -13.77" gap_ev="7.470 / 5.152" total_charge=+2 e_tot_ha=-4785.4181 spin_multiplicity=3
C -4.96004 2.82635 1.82742 -0.116 0.390 -0.303 -0.44
C -4.22033 2.52473 0.67105 -0.001 0.958 0.372 0.03
C -3.81034 3.58801 -0.17131 -0.593 -0.290 0.525 -0.41
C -4.24191 4.87926 0.14432 0.246 -0.968 0.019 -0.40
N -4.97437 5.14780 1.21969 -0.331 0.318 0.043 -0.56
C -5.34154 4.16352 2.03308 0.402 -0.682 -0.196 -0.40
C -3.90283 1.17388 0.34150 0.163 -2.727 -1.174 -0.19
C -3.73370 0.02212 -0.06882 0.238 2.319 1.274 0.67
C -3.09973 -1.13769 -0.62472 0.858 -0.660 -0.545 -0.51
C -1.84202 -1.59164 -0.16970 -0.190 1.360 0.283 1.89
C -0.93648 -2.30790 -0.96234 -1.028 0.352 -0.212 -1.53
C -1.35147 -2.60112 -2.25597 -0.132 -0.477 -1.036 0.27
C -2.69489 -2.45892 -2.64092 0.334 -0.154 0.085 -0.57
C -3.57321 -1.72456 -1.80755 1.006 -0.284 -0.229 -0.95
Pt 1.04662 -1.23848 -0.42419 0.720 2.432 1.661 0.42
P 0.65780 0.78057 0.95773 -1.602 1.528 0.913 0.68
H -3.22379 3.39274 -1.06208 -0.113 0.014 0.034 0.47
H -5.27183 2.04739 2.52454 0.054 0.197 -0.298 0.46
H -4.00264 5.69274 -0.52837 0.027 0.171 0.150 0.39
H -5.98453 4.42016 2.87506 0.244 0.045 -0.142 0.38
H -4.58133 -1.51326 -2.11264 -0.230 -0.053 -0.270 0.56
H -1.44253 -1.16134 0.73681 -0.397 -0.211 -0.068 -0.56
H -3.05898 -2.91036 -3.57722 0.294 0.491 0.467 0.50
H 0.01393 -2.76835 -0.60505 -1.211 -0.878 -0.049 0.68
C 2.22960 1.11032 1.83168 0.349 -0.321 0.200 -0.50
C 2.48129 2.44548 2.56902 0.146 -0.015 0.037 -1.49
H 3.02916 0.95462 1.08709 -0.171 -0.027 0.295 0.56
H 2.31513 0.28139 2.55434 0.059 0.135 -0.195 0.42
H 3.49913 2.39416 2.98970 -0.377 0.054 -0.132 0.47
H 2.45769 3.31503 1.89245 -0.093 -0.372 0.278 0.32
H 1.78790 2.59630 3.41289 0.250 0.002 -0.497 0.29
C 0.09109 2.38265 0.21595 0.208 0.020 -0.623 0.09
C -0.35772 3.56518 1.10506 -0.029 0.155 0.247 -1.32
H -0.75148 2.12332 -0.44682 0.282 -0.057 0.064 0.22
H 0.90925 2.72112 -0.43612 -0.193 -0.093 0.070 0.22
H -0.30259 4.49660 0.51652 -0.004 -0.404 0.146 0.45
H -1.40833 3.46542 1.42070 0.433 -0.092 -0.036 0.12
H 0.27358 3.71033 1.99401 -0.303 -0.067 -0.395 0.28
C -0.68144 0.51663 2.21525 0.115 -0.443 0.040 0.71
C -0.70369 1.31006 3.52601 -0.082 0.211 0.350 -1.54
H -0.61918 -0.54837 2.48484 -0.089 0.187 -0.037 -0.22
H -1.63583 0.66268 1.67451 0.422 -0.024 0.120 -0.46
H -1.57090 0.96950 4.11378 0.294 0.059 -0.177 0.44
H 0.18784 1.12527 4.14255 -0.233 0.069 -0.231 0.30
H -0.83154 2.39244 3.39176 0.152 -0.418 -0.024 0.31
Br 0.08339 -3.16059 -3.42694 -1.176 -0.499 0.261 -0.09
P 1.92064 -0.10849 -2.16155 0.117 -0.539 -1.173 1.12
C 2.87797 1.42757 -1.91009 -0.142 0.244 0.411 -0.18
C 4.20950 1.49023 -2.65062 0.313 0.126 -0.204 -1.35
H 3.02401 1.56372 -0.82930 0.091 -0.032 -0.316 0.11
H 2.22874 2.25740 -2.22968 0.096 -0.248 0.072 0.48
H 4.76311 2.38178 -2.33338 -0.118 -0.188 -0.064 0.43
H 4.83849 0.62079 -2.43758 -0.063 0.143 -0.037 0.32
H 4.07352 1.56388 -3.73682 0.009 -0.091 0.288 0.30
C 3.06329 -1.53736 -2.47524 -0.030 0.081 -0.284 -0.79
C 3.46433 -1.78962 -3.92096 0.495 -0.333 -0.106 -1.52
H 2.53651 -2.43054 -2.07181 0.361 0.506 -0.354 0.55
H 3.93342 -1.38363 -1.81797 -0.115 -0.002 -0.213 0.52
H 4.03048 -2.73142 -3.94852 -0.074 0.287 -0.179 0.43
H 2.59349 -1.91405 -4.57847 0.231 0.147 0.178 0.30
H 4.11233 -0.98815 -4.30018 -0.239 -0.251 -0.029 0.32
C 0.83120 0.26159 -3.57370 -0.240 -0.326 -0.027 -0.25
C 1.47493 0.96353 -4.76675 0.004 0.049 -0.212 -1.33
H 0.00697 0.86170 -3.15626 0.202 -0.071 -0.053 0.40
H 0.37925 -0.69673 -3.87473 0.194 0.460 0.080 0.19
H 0.72919 1.05100 -5.56567 0.197 0.036 0.141 0.42
H 1.81195 1.97578 -4.51701 -0.033 -0.200 -0.074 0.33
H 2.32240 0.39252 -5.16477 -0.209 0.200 0.078 0.27
N 2.30596 -3.82060 2.53455 0.575 0.679 0.040 -0.06
C 2.35602 -2.75168 1.70349 -2.352 -1.517 0.292 -0.59
N 1.09874 -2.40760 1.35587 0.782 0.637 1.178 0.13
C 0.19435 -3.16930 2.12797 1.038 -0.676 -0.051 0.84
C -1.20699 -3.28158 2.18882 -0.191 -0.304 -0.246 -0.18
C -1.75533 -4.52714 2.50775 0.268 1.291 0.012 -0.87
C -0.95122 -5.54634 2.99881 1.375 -0.469 0.383 -0.66
C 0.42244 -5.33711 3.21701 -0.763 -0.204 0.346 -0.73
C 0.96862 -4.12645 2.79568 0.041 -0.533 -0.908 -0.13
H 3.12591 -4.31727 2.87989 -0.438 0.173 -0.073 0.25
H 3.24582 -2.32735 1.27441 0.162 -0.048 0.093 0.55
H -1.83916 -2.42373 2.01591 -0.104 -0.427 -0.285 0.60
H -2.81964 -4.68284 2.37474 0.050 0.089 0.270 0.47
H -1.39853 -6.51026 3.22847 0.191 0.173 0.044 0.42
H 1.07507 -6.07744 3.66912 -0.282 -0.111 -0.082 0.43

Record 2
27
Properties=species:S:1:pos:R:3:forces:R:3:mulliken_charge:R:1 method="wB97M-V/def2-TZVPD" largest_force_ev_per_a=6.04 homo_energy_ev="-9.45 / -11.93" gap_ev="6.971 / 6.280" total_charge=+1 e_tot_ha=-859.9127 spin_multiplicity=3
C -1.10342 -1.55125 1.83094 -2.136 -1.248 4.831 0.03
C -0.33125 -2.10033 2.80127 -1.542 0.866 -3.051 0.13
C 0.47269 -0.49377 0.44345 -5.079 -0.267 -3.259 0.59
C 0.12743 2.05779 -0.72143 0.756 -1.953 1.390 -1.09
C 0.37080 1.19358 -3.00397 0.419 -4.006 -0.296 -1.04
C -1.61107 0.62894 -1.69549 1.764 -0.908 1.813 -0.82
C 0.39444 -2.77996 3.61489 0.055 -2.126 -0.105 -0.75
C 0.66865 -0.21688 -1.03090 -1.491 -3.675 -0.339 -1.22
N -0.12231 0.85922 -1.65066 0.009 2.160 -0.097 0.30
O -0.84224 -0.80190 0.79224 3.423 1.071 -2.663 -0.23
O 1.13471 0.01506 2.87094 0.353 0.766 -0.825 -0.46
P 1.83913 -0.24100 1.36784 4.040 0.089 4.039 -0.03
H -2.19556 -1.35024 2.02881 1.077 -1.182 0.061 0.30
H 1.20165 2.06102 -0.31713 -1.563 0.214 -0.995 0.27
H -0.28917 2.98157 -1.02365 0.036 0.870 -1.098 0.37
H -0.52832 1.71810 0.05715 0.146 0.419 1.195 0.60
H 0.20905 0.29776 -3.69851 0.406 0.983 1.093 0.37
H -0.24793 1.91410 -3.37921 -1.030 2.414 -0.938 0.49
H 1.41424 1.37856 -2.90214 0.679 0.652 -0.373 0.42
H -1.93909 0.47187 -2.64105 -0.647 -0.348 -3.091 0.43
H -1.82168 -0.26863 -1.14804 -0.297 -0.040 0.588 0.33
H -2.04647 1.49662 -1.31458 -1.046 1.056 0.757 0.35
H 0.61860 -2.38779 4.58486 0.541 0.218 0.375 0.28
H 0.67283 -3.85819 3.38619 -0.430 1.442 0.389 0.23
H 0.49986 -1.19650 -1.68665 0.089 1.861 1.343 0.31
H 1.68862 -0.00071 -1.15393 1.396 0.573 -0.396 0.52
H 1.76581 0.17297 3.58873 0.074 0.100 -0.350 0.33

Record 3
47
Properties=species:S:1:pos:R:3:forces:R:3:mulliken_charge:R:1 method="wB97M-V/def2-TZVPD" e_above_lowest_kcal_mol=45.0 largest_force_ev_per_a=0.75 homo_energy_ev=-7.90 gap_ev=8.698 total_charge=0 e_tot_ha=-1018.4814 spin_multiplicity=1 smiles="COc1ccc(OCC(=O)O[C@@H](C)CN2CCCCC2)cc1"
C -7.74337 -0.97706 0.01531 -0.156 0.034 0.055 -0.85
O -6.45799 -1.26710 -0.47466 0.264 -0.035 -0.083 -0.43
C -5.46421 -0.35273 -0.26653 0.203 -0.022 -0.066 0.75
C -5.62127 0.86732 0.38252 -0.190 -0.197 -0.047 -0.20
C -4.53976 1.71317 0.53651 0.417 0.028 -0.087 -1.01
C -3.28350 1.36831 0.05063 -0.336 0.021 0.008 0.23
O -2.29009 2.29378 0.24618 -0.013 -0.006 0.101 -0.42
C -0.98350 1.94202 -0.11075 0.016 -0.099 -0.019 -0.41
C -0.46367 0.73426 0.67206 -0.294 0.285 0.144 0.51
O -0.87227 0.39075 1.74562 0.015 0.014 -0.009 -0.59
O 0.51485 0.13868 -0.00663 0.184 0.069 -0.356 -0.25
C 1.14275 -1.00333 0.60807 0.196 -0.684 0.237 0.36
C 0.31348 -2.24770 0.30871 0.035 0.446 0.015 -1.60
C 2.57107 -1.11008 0.05700 -0.496 0.290 0.303 -0.86
N 3.45926 -0.18403 0.73085 0.005 -0.058 0.104 0.17
C 3.49205 1.14843 0.15440 -0.071 0.201 -0.241 -0.47
C 4.32225 1.24138 -1.13270 0.062 0.050 0.273 -0.57
C 5.73723 0.72699 -0.88066 -0.133 -0.182 -0.225 -0.77
C 5.67490 -0.68404 -0.30155 0.012 0.198 0.256 -0.45
C 4.80383 -0.67591 0.95994 0.171 -0.191 -0.151 -1.04
C -3.12625 0.15103 -0.60260 0.132 0.203 0.050 0.15
C -4.20642 -0.69603 -0.75474 -0.337 -0.024 0.067 -0.96
H -8.36077 -1.83346 -0.25195 -0.004 0.088 0.046 0.24
H -7.74242 -0.85837 1.10383 -0.004 0.012 -0.034 0.34
H -8.15772 -0.07534 -0.44794 0.014 -0.022 0.030 0.33
H -6.57782 1.17117 0.77679 -0.100 0.003 0.025 0.38
H -4.65247 2.65877 1.04210 -0.017 0.116 0.069 0.40
H -0.36632 2.80695 0.15364 -0.003 -0.156 -0.091 0.31
H -0.88095 1.75282 -1.18777 -0.012 0.010 0.148 0.38
H 1.17880 -0.82549 1.68885 0.074 -0.031 -0.235 0.40
H 0.74906 -3.11151 0.80182 0.048 -0.114 0.050 0.43
H -0.70083 -2.11170 0.67702 -0.071 -0.038 0.017 0.42
H 0.28035 -2.42709 -0.76394 -0.002 -0.073 -0.123 0.33
H 2.91914 -2.12700 0.24588 -0.017 -0.003 -0.040 0.55
H 2.52599 -0.95944 -1.03077 0.035 -0.125 -0.040 0.17
H 2.46654 1.46702 -0.03584 0.098 0.085 0.067 -0.08
H 3.92433 1.81496 0.90788 -0.036 0.082 -0.031 0.46
H 3.85238 0.64456 -1.91775 -0.030 0.016 -0.081 0.24
H 4.34789 2.27786 -1.47277 -0.058 0.022 -0.071 0.42
H 6.31369 0.73312 -1.80849 0.058 0.063 0.050 0.35
H 6.23962 1.38598 -0.16799 0.073 0.052 0.017 0.32
H 5.24434 -1.36643 -1.03817 0.019 -0.081 -0.049 0.27
H 6.67644 -1.04001 -0.05489 0.025 -0.088 -0.028 0.37
H 4.74041 -1.67773 1.39098 0.026 0.045 0.062 0.44
H 5.26276 -0.01765 1.70496 0.069 -0.061 0.038 0.40
H -2.16974 -0.15618 -0.99600 0.109 -0.032 -0.063 0.41
H -4.09206 -1.64395 -1.25645 0.021 -0.111 -0.061 0.41